Record 1
A molecular structure, C41H43IN12O2Rb. Source: the OMol25 dataset; level of theory: ωB97M-V with the def2-TZVPD basis set.

Kohn-Sham gap   4.627 eV
HOMO energy   -2.857 eV

```
! RIJCOSX wB97M-V def2-TZVPD def2/J DEFGRID3
* xyz -1 1
Rb -0.99491 0.57755 -0.64070
C 0.15569 0.62005 3.77500
C -1.29261 0.96725 3.61650
N -1.82711 1.78345 4.48130
C -3.13581 2.06685 4.40340
C -3.97821 1.49585 3.48410
C -5.45720 1.77045 3.54590
O -6.14480 0.80825 4.33590
C -3.43850 0.62115 2.51340
C -4.24961 -0.19115 1.67990
N -3.83010 -0.72575 0.58880
C -4.31160 -1.86345 0.04530
C -4.35231 -3.04335 0.81180
C -4.68001 -4.25555 0.24860
C -4.98350 -4.34035 -1.10170
C -4.98111 -3.19055 -1.87590
C -4.65700 -1.97995 -1.30380
I -4.74581 -0.21085 -2.45980
C -2.01521 0.36225 2.51280
O -1.44501 -0.39295 1.69670
H 0.61119 1.25655 4.52930
H 0.67419 0.72985 2.82400
H 0.24419 -0.42505 4.07700
H -3.50210 2.76885 5.14320
H -5.89490 1.79925 2.53720
H -5.64941 2.73205 4.02860
H -5.81010 -0.06005 4.08380
H -5.26720 -0.43465 2.02630
H -4.06451 -2.97035 1.85000
H -4.69261 -5.14535 0.86260
H -5.23181 -5.28995 -1.55510
H -5.23010 -3.24445 -2.92580
C -0.08011 3.33775 -2.05310
C -1.33301 3.67065 -1.55710
C -1.23531 3.74715 -0.14260
C 0.09659 3.45345 0.22420
C 0.81219 3.19505 -0.93940
C 2.26650 2.87155 -1.06620
C 0.64259 3.50845 1.61900
C -2.35081 4.11185 0.78540
C -2.57310 3.99575 -2.33290
C 0.35509 3.22595 -3.48050
H 2.82989 3.72915 -1.44850
H 2.41959 2.04275 -1.75940
H 2.68690 2.59355 -0.10060
H 0.93269 4.53145 1.88120
H 1.52680 2.87725 1.71350
H -0.09751 3.17755 2.34580
H -2.88180 3.22565 1.15050
H -3.07830 4.74895 0.28080
H -1.96921 4.64275 1.65660
H -2.94031 4.98995 -2.06570
H -3.37500 3.27965 -2.13470
H -2.37291 3.99985 -3.40360
H 1.24089 3.84015 -3.64970
H -0.42551 3.56645 -4.15970
H 0.61049 2.19605 -3.74400
N -1.69401 0.18515 -5.88050
C -1.84141 0.74625 -4.66320
N -1.30711 -0.01725 -3.75440
C -0.82161 -1.08065 -4.45460
N -1.04251 -0.98165 -5.76110
C -0.14741 -2.18635 -3.81840
C 0.54689 -3.15845 -4.54790
N 1.18919 -4.15475 -3.96910
C 1.12829 -4.20315 -2.63060
C 0.41969 -3.26405 -1.90050
N -0.21261 -2.25325 -2.47370
H -1.98920 0.51575 -6.78490
H -2.33340 1.68065 -4.48710
H 0.58569 -3.11815 -5.62760
H 1.66029 -5.01955 -2.16070
H 0.34599 -3.31545 -0.82280
C 3.71620 -0.84935 -1.66280
C 2.92749 -1.36175 -0.51600
N 1.80279 -0.85865 -0.08740
C 1.40759 -1.61415 0.97680
C 2.32129 -2.59665 1.19680
N 3.29829 -2.44205 0.23800
C 4.50069 -3.21605 0.15500
N 5.65509 -2.44355 0.51310
N 6.69049 -2.26525 -0.33920
N 7.57399 -1.52005 0.19470
C 7.15709 -1.15215 1.43660
C 7.73869 -0.34345 2.41740
C 7.03000 -0.16755 3.58520
C 5.78500 -0.76625 3.79850
C 5.18960 -1.57245 2.84540
C 5.89360 -1.75065 1.66400
H 3.03989 -0.36865 -2.36540
H 4.24949 -1.65365 -2.16530
H 4.44480 -0.10805 -1.33240
H 0.49289 -1.39865 1.49260
H 2.36279 -3.39315 1.91250
H 4.67109 -3.57755 -0.86630
H 4.40239 -4.07255 0.83620
H 8.69610 0.12125 2.24670
H 7.44180 0.45745 4.36600
H 5.26990 -0.59165 4.73130
H 4.22460 -2.02475 3.00740
*
```

Record 2
2 unconnected molecules or ions with the total composition C41H43N3O3. Source: the OMol25 dataset; level of theory: ωB97M-V with the def2-TZVPD basis set.

Kohn-Sham gap   3.512 eV
HOMO energy   -5.429 eV

```
! RIJCOSX wB97M-V def2-TZVPD def2/J DEFGRID3
* xyz 0 1
C 4.11759 3.59088 2.74219
N 3.47009 2.70836 1.81087
C 4.23550 1.95738 0.96039
O 5.45799 2.02147 0.82928
C 3.30157 1.01630 0.22143
C 3.69721 -0.44714 0.41960
C 3.66239 -0.82372 1.87972
C 4.72159 -0.47797 2.72878
C 4.65106 -0.76700 4.09155
C 3.53159 -1.42645 4.60907
C 2.49593 -1.82045 3.75307
C 2.57065 -1.53403 2.38891
N 2.00068 1.34240 0.78456
C 0.87738 0.75878 0.33429
C -0.34313 0.80087 0.99341
C -1.48993 0.16043 0.53382
C -2.74075 0.20306 1.24547
C -3.78085 -0.72501 0.96715
C -4.96558 -0.71326 1.69813
C -5.14317 0.19354 2.75575
C -4.13913 1.13136 3.03571
C -2.97487 1.16252 2.27247
C 2.08095 2.29830 1.91115
C 1.78905 1.67353 3.29582
C 1.44125 2.86082 4.18813
C 0.99444 4.01243 3.26124
C 1.13613 3.52314 1.82038
H 5.09008 3.86731 2.32762
H 3.51687 4.48884 2.88585
H 4.28814 3.11708 3.71976
H 3.32022 1.28381 -0.84941
H 3.01707 -1.08125 -0.16108
H 4.72135 -0.55388 0.03476
H 5.60657 0.00494 2.30416
H 5.48333 -0.48523 4.73992
H 3.47362 -1.64441 5.67790
H 1.62866 -2.36051 4.13881
H 1.79065 -1.86319 1.69503
H 0.96601 0.20505 -0.60391
H -0.38456 1.34557 1.93736
H -1.44591 -0.34878 -0.42215
H -3.62146 -1.46036 0.17386
H -5.75945 -1.42173 1.45099
H -6.05795 0.17175 3.35231
H -4.27052 1.84621 3.85003
H -2.23467 1.94315 2.45696
H 0.94794 0.97719 3.20349
H 2.65209 1.07977 3.62423
H 0.65395 2.59888 4.90321
H 2.32156 3.15476 4.77225
H -0.04140 4.29537 3.47985
H 1.60778 4.90551 3.42630
H 1.54826 4.26651 1.12647
H 0.16905 3.19715 1.42692
C -1.30055 -4.93014 1.50675
C -0.48592 -3.74360 1.06348
O -1.09268 -3.32352 -0.19388
C -0.40219 -2.41134 -0.91037
C -1.29611 -1.81699 -1.93491
N -0.79626 -1.20151 -2.96629
C -1.43793 -0.71375 -4.02118
C -0.63255 -0.13094 -5.09551
C -1.20262 0.70899 -6.08041
C -0.47144 1.06724 -7.20953
C 0.85564 0.63541 -7.34464
C 1.46429 -0.10016 -6.31449
C 0.73583 -0.44240 -5.17169
C -2.89959 -0.83510 -4.17401
C -3.46152 -1.17562 -5.42877
C -4.82094 -1.47388 -5.54046
C -5.63320 -1.48283 -4.39776
C -5.09507 -1.11555 -3.15630
C -3.75755 -0.73392 -3.06272
O 0.78090 -2.14892 -0.72523
H -1.04594 -5.20519 2.53111
H -2.37414 -4.72236 1.44853
H -1.08523 -5.78742 0.86023
H -0.55269 -2.90900 1.77941
H 0.56570 -4.00473 0.89100
H -2.31590 -2.23508 -1.93402
H -2.22861 1.06099 -5.95654
H -0.94571 1.66608 -7.99008
H 1.41521 0.88262 -8.24891
H 2.50451 -0.41610 -6.40308
H 1.19639 -0.98416 -4.34461
H -2.82917 -1.21986 -6.31932
H -5.24506 -1.71064 -6.51988
H -6.68600 -1.76544 -4.47239
H -5.70673 -1.12555 -2.25158
H -3.36007 -0.36567 -2.11581
*
```